A single C6H12O molecule, computed with ωB97M-V/def2-TZVPD.

The energy above the lowest of the compared OMol25 structures with the same formula, charge and spin is 265.60 kJ/mol. Its total energy is -8461.6012 eV. Its SMILES is CCO[C@H]1C[C@H]1C.

Atoms and positions in Å:
1 C 1.762 0.610 0.703
2 C 1.817 -0.353 -0.451
3 O 0.585 -0.984 -1.025
4 C -0.438 -1.197 -0.124
5 C -0.896 -0.287 1.102
6 C -1.694 -0.403 -0.162
7 C -1.645 0.835 -1.030
8 H 1.689 0.253 1.739
9 H 1.204 1.544 0.560
10 H 2.839 0.786 0.472
11 H 2.536 -1.139 -0.168
12 H 2.158 0.208 -1.323
13 H -0.537 -2.241 0.191
14 H -0.720 0.742 1.446
15 H -1.146 -0.928 1.941
16 H -2.648 -0.916 -0.123
17 H -1.699 0.579 -2.091
18 H -2.464 1.515 -0.778
19 H -0.703 1.375 -0.878